{"formula": "C11H8BeNO5", "method": "the ωB97M-V functional and the def2-TZVPD basis", "homo_lumo_gap_ev": [5.7, 6.8], "relative_energy_ev": 4.101, "total_charge": 1, "multiplicity": 1, "lumo_energy_ha": [-0.269, -0.231], "elements": ["O", "C", "Be", "O", "C", "C", "O", "C", "O", "C", "O", "H", "N", "C", "C", "C", "C", "C", "C", "H", "H", "H", "H", "H", "H", "H"], "positions_angstrom": [[-1.467297, -4.654336, -3.503326], [-0.337630, -4.766897, -3.624552], [-0.482061, -0.627514, -0.697169], [2.075489, -1.564461, -1.276702], [1.232530, -0.707542, -1.355970], [1.300670, 0.617903, -2.106202], [2.027382, 1.531892, -1.717163], [0.045072, 2.015699, -3.764981], [-0.777738, 2.787514, -3.440863], [0.566842, 0.613706, -3.365876], [0.391143, -0.333626, -4.130126], [-1.187442, -1.601268, -0.523570], [-0.847747, 0.893179, -0.065152], [-0.597668, 0.779617, 1.373526], [-1.354052, -0.138996, 2.096509], [-0.795181, -0.656051, 3.272185], [0.422762, -0.138960, 3.736128], [1.076766, 0.899796, 3.060643], [0.556068, 1.382190, 1.857552], [-1.840553, 1.052214, -0.247834], [-0.321031, 1.680960, -0.454043], [-2.306036, -0.530682, 1.720597], [-1.317860, -1.462764, 3.796353], [0.869447, -0.558483, 4.636045], [2.001727, 1.326854, 3.446277], [1.066409, 2.160067, 1.277721]], "forces_ev_per_angstrom": [[2.1, -0.2, -0.2], [-2.1, 0.2, 0.2], [0.6, 1.4, 0.9], [-2.5, 2.7, -0.2], [2.5, -3.0, 0.2], [3.9, 2.2, 0.0], [-2.3, -1.7, -0.4], [-2.1, 1.8, 2.1], [2.5, -2.2, -1.4], [-1.7, -1.1, -2.5], [0.4, 1.4, 1.5], [-1.2, -1.8, -0.1], [-0.7, 0.8, -0.7], [0.3, -0.3, 0.0], [0.4, -0.6, 0.2], [-0.1, 0.6, -0.1], [0.0, -0.1, -0.1], [-0.3, 0.0, 0.1], [0.2, -0.5, 0.2], [0.0, 0.2, 0.0], [-0.3, 0.0, 0.3], [0.5, 0.1, 0.0], [0.3, 0.4, -0.1], [-0.1, 0.1, -0.2], [-0.3, -0.2, 0.0], [-0.1, -0.4, 0.2]]}